ORCA calculation (the ωB97M-V functional and the def2-TZVPD basis) on a structure of composition C2H3CdO3 in a non-equilibrium geometry.

Summary:
LUMO energy (spin up / spin down) ... -0.0212 / -0.0281 Ha
⟨S²⟩ ... 0.75

```
! wB97M-V def2-TZVPD RIJCOSX def2/J DEFGRID3
* xyz 0 2
H 1.414 -0.122 -2.070
O -0.646 0.906 0.344
O -1.488 -0.136 -0.221
C 0.369 1.217 -0.542
H 0.956 2.072 -0.172
Cd -0.426 -1.312 0.940
O 1.360 -0.719 -0.090
C 1.248 0.111 -1.005
H 0.059 1.423 -1.648
*
```

Atom charges from the Löwdin analysis, given in e for atoms 1 to 2: 0.140 -0.328

***

ORCA calculation (the ωB97M-V functional and the def2-TZVPD basis) on an isolated molecule of C4H6N2O.

Summary:
LUMO energy ... 0.0316 Ha
SMILES ... Nc1ccc(O)[nH]1

```
! wB97M-V def2-TZVPD RIJCOSX def2/J DEFGRID3
* xyz 0 1
N -2.261 -0.430 0.321
C -0.927 -0.029 0.120
C -0.339 1.191 0.027
C 1.087 0.979 -0.140
C 1.267 -0.364 -0.168
O 2.339 -1.182 -0.339
N 0.056 -1.016 0.003
H -2.585 -1.044 -0.421
H -2.869 0.381 0.347
H -0.849 2.145 0.039
H 1.848 1.740 -0.243
H 3.143 -0.655 -0.277
H 0.091 -1.717 0.730
*
```

Atom charges from the Löwdin analysis, given in e for atoms 1 to 2: 0.083 -0.395